Formula: C15H33N7O17
Source: the OMol25 dataset
Level of theory: ωB97M-V/def2-TZVPD

As for the electronic energy: -2252.96136 Eh. For the largest force on an atom, the calculation gives 4.2 eV Å⁻¹. The frontier orbital gap is 9.047 eV. Its LUMO energy is -0.016 hartree. For the HOMO energy, the calculation gives -9.48 eV. The value obtained for the molar mass is 583.46 g mol⁻¹. Its SMILES is CC[C@@H]1CC(=O)O[C@H]1CC=O.C[N+](=O)[O-].C[N+](=O)[O-].C[N+](=O)[O-].C[N+](=O)[O-].C[N+](=O)[O-].C[N+](=O)[O-].C[N+](=O)[O-].

Last column: Löwdin charge in e.
CARTESIAN COORDINATES (ANGSTROEM)
C  -3.331  1.134  -4.152  -0.0956
C  -2.547  0.777  -2.797  -0.1950
C  -3.173  1.407  -1.464  -0.2175
C  -2.789  0.410  -0.270  -0.0317
C  -4.019  0.559  0.749  -0.3373
O  -4.302  -0.088  1.772  0.0654
O  -4.832  1.625  0.215  -0.0411
C  -4.753  1.417  -1.248  -0.2436
C  -5.636  2.633  -1.809  -0.0778
C  -6.955  1.959  -2.468  -0.1942
O  -7.778  1.474  -1.657  -0.0042
H  -4.241  1.793  -3.977  0.0440
H  -2.642  1.730  -4.856  0.0804
H  -3.693  0.186  -4.678  0.0779
H  -2.429  -0.363  -2.758  0.1073
H  -1.480  1.200  -2.890  0.0802
H  -2.812  2.484  -1.446  0.1594
H  -2.600  -0.690  -0.582  0.1226
H  -1.865  0.920  0.181  0.1063
H  -5.302  0.443  -1.468  0.1664
H  -6.026  3.307  -0.966  0.1350
H  -5.118  3.279  -2.588  0.1063
H  -7.067  1.911  -3.601  0.1255
C  -0.429  1.037  3.517  0.0373
N  -0.175  0.862  2.064  -0.4429
O  -0.270  -0.265  1.610  0.0574
O  0.112  1.863  1.429  0.0528
H  -0.672  0.070  3.950  0.0936
H  0.476  1.442  3.964  0.0633
H  -1.266  1.727  3.622  0.1083
C  0.952  1.296  7.865  0.0339
N  1.209  1.119  6.412  -0.4195
O  1.114  -0.014  5.959  0.0647
O  1.497  2.126  5.777  0.0438
H  0.710  0.328  8.299  0.1001
H  1.857  1.702  8.310  0.0798
H  0.117  1.986  7.970  0.1005
C  -3.945  -3.635  0.701  0.0465
N  -3.689  -3.809  -0.753  -0.4400
O  -3.782  -4.934  -1.209  0.0686
O  -3.402  -2.806  -1.383  0.0443
H  -4.187  -4.604  1.133  0.0935
H  -3.039  -3.228  1.148  0.1036
H  -4.781  -2.945  0.808  0.0996
C  2.607  0.630  -3.250  0.0315
N  1.134  0.677  -3.437  -0.4250
O  0.598  1.775  -3.416  0.0446
O  0.565  -0.388  -3.599  0.0680
H  2.976  1.645  -3.119  0.0994
H  2.809  0.030  -2.366  0.0826
H  3.036  0.176  -4.142  0.0862
C  4.490  -3.546  -3.970  0.0283
N  4.215  -2.222  -3.353  -0.4125
O  3.354  -2.175  -2.485  0.0602
O  4.876  -1.275  -3.763  0.0480
H  3.837  -4.287  -3.513  0.1028
H  4.289  -3.460  -5.036  0.1065
H  5.531  -3.784  -3.782  0.0673
C  3.079  5.278  7.920  0.0507
N  2.136  4.862  8.991  -0.4259
O  1.923  5.655  9.889  0.0852
O  1.643  3.750  8.890  0.0249
H  3.437  6.282  8.139  0.0963
H  3.903  4.567  7.914  0.1036
H  2.533  5.259  6.977  0.1041
C  8.275  -5.799  -5.512  0.0502
N  7.011  -5.043  -5.311  -0.4299
O  6.030  -5.677  -4.949  0.0537
O  7.047  -3.845  -5.526  0.0667
H  8.096  -6.848  -5.286  0.0970
H  8.571  -5.672  -6.552  0.1036
H  9.018  -5.380  -4.835  0.1039



Formula: C26H38GeNRhSSi2
Source: the OMol25 dataset
Level of theory: ωB97M-V/def2-TZVPD

The spin multiplicity is 5. As for the electronic energy: -4232.76547 Eh. For the largest force on an atom, the calculation gives 0.2 eV Å⁻¹. The frontier orbital gap (spin up / spin down) is 5.149 / 7.339 eV. Its LUMO energy (spin up / spin down) is 0.016 / -0.049 hartree. As for the energy relative to the best compared isomer or geometry (same formula, charge and spin): 2.5 kJ/mol. For the HOMO energy (spin up / spin down), the calculation gives -4.70 / -8.68 eV. The value obtained for the molar mass is 628.35 g mol⁻¹.

Last column: Löwdin spin population.
CARTESIAN COORDINATES (ANGSTROEM)
Rh  -0.933  -0.448  -0.407  1.7328
C  1.318  0.388  2.133  -0.0018
Si  -0.043  -0.860  1.796  0.0804
C  -1.397  -0.719  3.103  0.0341
C  0.659  -2.592  2.048  0.0187
C  0.949  -3.166  3.289  0.0024
C  1.455  -4.453  3.367  0.0008
C  1.682  -5.186  2.206  0.0012
C  1.408  -4.624  0.970  0.0027
C  0.891  -3.330  0.884  0.0207
Si  0.561  -2.372  -0.689  0.1270
C  2.233  -1.987  -1.458  0.0109
C  -0.451  -3.387  -1.918  0.0499
H  1.712  0.247  3.143  -0.0003
H  0.957  1.413  2.038  0.0001
H  2.144  0.258  1.431  0.0001
H  -0.936  -0.840  4.088  0.0057
H  -2.119  -1.528  2.981  0.0007
H  -1.934  0.229  3.101  -0.0002
H  0.776  -2.611  4.205  0.0001
H  1.672  -4.892  4.333  0.0001
H  2.073  -6.194  2.271  0.0001
H  1.594  -5.203  0.071  0.0002
H  2.824  -2.907  -1.409  0.0020
H  2.777  -1.227  -0.891  0.0008
H  2.181  -1.674  -2.501  0.0006
H  0.096  -4.298  -2.181  0.0092
H  -0.628  -2.822  -2.836  0.0007
H  -1.416  -3.687  -1.506  0.0016
N  0.102  0.231  -1.966  0.4060
S  -0.623  1.278  -3.124  0.2981
C  0.743  1.062  -4.335  0.0873
C  1.023  -0.216  -4.806  0.0276
C  1.920  -0.382  -5.851  0.0041
C  2.537  0.723  -6.421  0.0161
C  2.240  1.998  -5.955  0.0029
C  1.328  2.174  -4.926  0.0203
C  -0.537  2.866  -2.546  0.0873
C  -1.669  3.712  -2.693  0.0961
C  -1.650  4.976  -2.164  0.0158
C  -0.520  5.457  -1.477  0.1512
C  0.587  4.631  -1.330  0.0040
C  0.598  3.345  -1.844  0.1303
H  1.107  0.146  -2.080  0.0125
H  0.543  -1.077  -4.355  0.0024
H  2.138  -1.376  -6.221  0.0004
H  3.240  0.592  -7.233  0.0012
H  2.716  2.862  -6.400  0.0000
H  1.072  3.166  -4.576  0.0010
H  -2.535  3.351  -3.234  0.0028
H  -2.516  5.614  -2.288  -0.0024
H  -0.517  6.456  -1.065  0.0108
H  1.458  4.991  -0.796  -0.0037
H  1.456  2.701  -1.701  0.0088
C  -4.014  -0.953  0.475  0.0261
Ge  -3.588  0.969  0.369  0.0613
C  -4.235  1.629  -1.351  0.0093
C  -4.509  1.867  1.843  0.0264
C  -1.658  1.330  0.516  0.3301
H  -5.046  -1.110  0.157  0.0023
H  -3.906  -1.317  1.496  0.0006
H  -3.380  -1.574  -0.169  0.0110
H  -5.298  1.411  -1.466  0.0006
H  -3.693  1.162  -2.176  0.0030
H  -4.088  2.706  -1.416  0.0010
H  -5.585  1.695  1.789  0.0034
H  -4.324  2.940  1.803  0.0000
H  -4.147  1.489  2.799  0.0002
H  -1.359  1.556  1.536  0.0167
H  -1.341  2.140  -0.143  0.0256



Formula: C7H20N5Pb
Source: the OMol25 dataset
Level of theory: ωB97M-V/def2-TZVPD

As for the electronic energy: -744.96288 Eh. For the largest force on an atom, the calculation gives 2.4 eV Å⁻¹. As for the total charge: +1. The frontier orbital gap is 7.413 eV. Its LUMO energy is -0.161 hartree. As for the energy relative to the best compared isomer or geometry (same formula, charge and spin): 0.0 kJ/mol. For the HOMO energy, the calculation gives -11.79 eV. The value obtained for the molar mass is 381.47 g mol⁻¹.

Last column: natural (NBO) charge in e.
CARTESIAN COORDINATES (ANGSTROEM)
C  -1.434  1.262  -4.439  -0.9839
Pb  -0.676  1.335  -2.438  1.2308
N  0.580  -1.041  -3.107  -1.0692
H  -2.054  1.608  -1.123  -0.1041
H  1.003  1.936  -2.658  -0.1119
H  -1.651  2.307  -4.252  0.2217
H  -2.235  0.509  -4.602  0.2704
H  -0.474  1.131  -5.021  0.2467
H  0.260  -1.853  -2.581  0.3960
H  1.560  -0.858  -2.859  0.3955
H  0.576  -1.303  -4.125  0.4041
C  0.232  1.338  1.043  -0.0877
N  -0.019  0.102  0.237  -0.4997
C  -1.197  -0.600  0.813  -0.0818
N  -1.025  -0.929  2.211  -0.4536
C  -0.760  0.332  2.984  -0.0833
N  0.437  1.053  2.455  -0.4531
C  1.610  0.137  2.584  -0.0826
N  1.406  -1.124  1.792  -0.4559
C  1.163  -0.781  0.413  -0.0755
C  0.190  -1.795  2.354  -0.0830
H  -0.629  2.006  0.932  0.2045
H  1.136  1.813  0.643  0.2025
H  -1.339  -1.532  0.254  0.1969
H  -2.079  0.037  0.705  0.2049
H  -0.601  0.090  4.052  0.2188
H  -1.631  0.986  2.864  0.2032
H  2.485  0.649  2.165  0.2018
H  1.773  -0.107  3.651  0.2196
H  0.984  -1.703  -0.153  0.1886
H  2.039  -0.256  0.015  0.1996
H  0.353  -2.043  3.423  0.2204
H  0.019  -2.704  1.769  0.1992



Formula: C2H10O2Si2
Source: the OMol25 dataset
Level of theory: ωB97M-V/def2-TZVPD

As for the electronic energy: -811.76844 Eh. For the largest force on an atom, the calculation gives 5.9 eV Å⁻¹. The frontier orbital gap is 10.946 eV. Its LUMO energy is 0.029 hartree. As for the energy relative to the best compared isomer or geometry (same formula, charge and spin): 98.8 kJ/mol. For the HOMO energy, the calculation gives -10.16 eV. The value obtained for the molar mass is 122.27 g mol⁻¹. Its SMILES is C[SiH2]O[Si@@H](C)O.

Last column: natural (NBO) charge in e.
CARTESIAN COORDINATES (ANGSTROEM)
C  2.608  0.015  -0.947  -1.0931
Si  1.719  -0.702  0.569  1.4492
O  0.174  -0.166  0.858  -1.2687
Si  -1.310  -0.359  0.328  1.8611
C  -2.406  1.272  0.734  -1.0519
O  -1.282  -0.580  -1.334  -1.0974
H  2.151  -0.404  -1.834  0.2398
H  2.291  1.048  -0.953  0.2382
H  3.549  -0.151  -1.167  0.2366
H  1.635  -2.166  0.617  -0.2125
H  2.398  -0.076  1.747  -0.2211
H  -1.646  -1.754  0.790  -0.2575
H  -2.048  1.674  1.592  0.2299
H  -2.322  1.860  -0.170  0.2341
H  -3.393  0.972  0.912  0.2254
H  -2.119  -0.484  -1.741  0.4879



Formula: C5H7NO
Source: the OMol25 dataset
Level of theory: ωB97M-V/def2-TZVPD

As for the electronic energy: -324.58913 Eh. For the largest force on an atom, the calculation gives 2.3 eV Å⁻¹. The frontier orbital gap is 8.604 eV. Its LUMO energy is 0.035 hartree. As for the energy relative to the best compared isomer or geometry (same formula, charge and spin): 355.3 kJ/mol. For the HOMO energy, the calculation gives -7.64 eV. The value obtained for the molar mass is 97.12 g mol⁻¹.

Last column: natural (NBO) charge in e.
CARTESIAN COORDINATES (ANGSTROEM)
C  -1.281  -1.190  0.038  -0.6392
C  -0.140  -0.397  0.604  0.1399
C  0.310  0.924  -0.005  0.2250
N  -0.485  1.938  -0.421  -0.8022
C  1.588  0.555  -0.191  -0.3878
C  1.280  -0.820  0.339  0.0703
O  0.749  -0.832  1.645  -0.4568
H  -2.243  -0.668  -0.036  0.2087
H  -0.988  -1.463  -0.984  0.2201
H  -1.430  -2.099  0.621  0.2348
H  -0.053  2.712  -0.896  0.3931
H  -1.366  2.091  0.036  0.3929
H  2.460  1.003  -0.639  0.2116
H  1.629  -1.751  -0.112  0.1898



Formula: CH2FNO
Source: the OMol25 dataset
Level of theory: ωB97M-V/def2-TZVPD

As for the electronic energy: -268.89016 Eh. For the largest force on an atom, the calculation gives 2.7 eV Å⁻¹. The frontier orbital gap (spin up / spin down) is 9.134 / 9.924 eV. Its LUMO energy (spin up / spin down) is -0.048 / -0.023 hartree. As for the energy relative to the best compared isomer or geometry (same formula, charge and spin): 780.1 kJ/mol. For the HOMO energy (spin up / spin down), the calculation gives -10.45 / -10.55 eV. The value obtained for the molar mass is 63.03 g mol⁻¹.

Last column: natural (NBO) charge in e.
CARTESIAN COORDINATES (ANGSTROEM)
C  -0.546  -0.219  0.243  0.7165
N  0.276  -0.853  -0.679  -0.3941
O  -0.169  -1.484  0.570  -0.3733
F  -1.749  -0.005  -0.288  -0.3268
H  0.611  0.877  1.894  0.0193
H  -0.164  -1.304  -1.520  0.3583